[1]
{"formula": "C8H8Cl2Si", "method": "ωB97M-V/def2-TZVPD", "total_charge": 0, "molar_mass_da": 203.14, "orbital_gap_ev": 8.057, "lumo_energy_ev": -0.40, "species": ["C", "C", "C", "C", "C", "C", "C", "C", "Si", "Cl", "Cl", "H", "H", "H", "H", "H", "H", "H", "H"], "coordinates": [[-3.037, -1.308, 0.783], [-2.002, -2.227, 0.714], [-2.763, -0.006, 0.414], [-0.700, -1.834, 0.519], [-1.460, 0.428, 0.058], [-0.464, -0.543, 0.111], [2.606, 2.712, -0.536], [2.514, 1.647, -1.342], [2.314, 0.034, -0.409], [3.145, 0.238, 1.514], [3.321, -1.451, -1.271], [-4.113, -1.667, 0.735], [-2.182, -3.297, 0.887], [-3.550, 0.771, 0.383], [0.101, -2.561, 0.598], [-1.354, 1.367, -0.295], [2.821, 3.758, -0.813], [2.271, 2.529, 0.438], [2.531, 1.413, -2.488]]}

[2]
{"formula": "C18H21AuN6O2S2", "method": "ωB97M-V/def2-TZVPD", "total_charge": 1, "molar_mass_da": 614.51, "orbital_gap_ev": [8.669, 5.779], "spin_multiplicity": 2, "lumo_energy_ev": [-2.58, -5.29], "species": ["Au", "O", "N", "C", "C", "C", "C", "C", "S", "H", "H", "H", "H", "C", "S", "C", "O", "H", "H", "H", "H", "H", "H", "C", "C", "N", "C", "C", "N", "C", "N", "N", "N", "C", "C", "C", "C", "C", "C", "H", "H", "H", "H", "H", "H", "H", "H", "H", "H", "H"], "coordinates": [[-0.930, 0.395, 1.958], [-1.841, 2.400, 2.423], [-1.117, 3.375, 1.928], [-1.736, 4.474, 1.408], [-1.027, 5.515, 0.906], [0.399, 5.492, 0.930], [1.026, 4.375, 1.445], [0.296, 3.294, 1.909], [1.045, 1.805, 2.329], [-2.812, 4.433, 1.456], [-1.547, 6.361, 0.486], [0.967, 6.310, 0.523], [2.101, 4.298, 1.465], [-3.268, -2.489, 4.741], [-2.121, -1.069, 4.775], [-1.046, -1.749, 6.084], [-1.306, -1.250, 3.517], [-3.774, -2.538, 5.698], [-2.707, -3.397, 4.551], [-3.993, -2.330, 3.950], [-1.630, -1.816, 6.995], [-0.210, -1.075, 6.233], [-0.684, -2.726, 5.782], [0.316, -2.383, 0.349], [-0.424, -1.441, -0.516], [-0.995, -0.329, -0.092], [-1.598, 0.263, -1.163], [-1.391, -0.514, -2.256], [-0.647, -1.588, -1.837], [-0.150, -2.633, -2.708], [0.587, -2.088, -3.799], [0.207, -2.292, -5.084], [1.034, -1.731, -5.862], [2.025, -1.130, -5.167], [3.159, -0.416, -5.555], [3.949, 0.106, -4.548], [3.638, -0.069, -3.200], [2.520, -0.785, -2.792], [1.734, -1.332, -3.789], [0.233, -2.041, 1.379], [1.371, -2.432, 0.077], [-0.103, -3.386, 0.279], [-2.132, 1.186, -1.068], [-1.709, -0.399, -3.271], [-0.983, -3.194, -3.147], [0.478, -3.309, -2.114], [3.408, -0.301, -6.597], [4.837, 0.662, -4.809], [4.282, 0.368, -2.453], [2.271, -0.881, -1.747]]}